#a
Density functional theory data (the ωB97M-V functional and the def2-TZVPD basis) for 2 unconnected molecules or ions with the total composition C15H18O.

Summary:
Net charge: 0
E_LUMO, Ha: 0.0301
SMILES string: CCc1ccc(O)cc1.Cc1ccccc1
E_HOMO, eV: -8.40
Orbital gap, eV: 9.22

```
34
C15H18O | OMol25 | the ωB97M-V functional and the def2-TZVPD basis
C 2.04981 2.79479 2.10900
C 1.13255 1.65294 1.53017
C 1.77590 1.09041 0.28121
C 1.53843 1.74381 -0.92577
C 2.20760 1.39910 -2.08936
C 3.16927 0.40067 -2.01625
O 4.02162 0.26147 -3.08602
C 3.36724 -0.30195 -0.83876
C 2.68180 0.04501 0.31982
H 1.52209 3.74600 2.10600
H 3.01819 2.82062 1.61814
H 2.22478 2.59828 3.17055
H 1.04034 0.85484 2.26509
H 0.20286 2.15924 1.30189
H 0.76217 2.50000 -0.92441
H 2.06205 1.99290 -2.97949
H 4.64632 -0.44545 -2.90998
H 4.21142 -0.98730 -0.78671
H 2.84019 -0.44457 1.27702
C -5.53952 -2.06614 0.72925
C -4.08882 -1.66016 0.63994
C -3.66299 -0.85986 -0.41941
C -2.36553 -0.38414 -0.45283
C -1.44373 -0.86501 0.47274
C -1.85722 -1.65191 1.53317
C -3.17487 -2.08745 1.59444
H -5.88862 -2.36034 -0.26663
H -6.18767 -1.30561 1.15748
H -5.66099 -3.00034 1.29202
H -4.35708 -0.64512 -1.22342
H -2.00438 0.34521 -1.17374
H -0.42474 -0.50768 0.43416
H -1.10052 -2.02776 2.20750
H -3.49663 -2.78369 2.36216
```

#b
Density functional theory data (the ωB97M-V functional and the def2-TZVPD basis) for 2 unconnected molecules or ions with the total composition C15H18O.

Summary:
Net charge: 0
E_LUMO, Ha: 0.0291
SMILES string: Cc1ccc(O)cc1.CCc1ccccc1
E_HOMO, eV: -8.10
Orbital gap, eV: 8.89

```
34
C15H18O | OMol25 | the ωB97M-V functional and the def2-TZVPD basis
C 1.35840 -2.21939 -1.74854
C 0.92749 -2.37964 -0.32620
C 0.19378 -1.36679 0.27517
C -0.09386 -1.38917 1.64215
C 0.36848 -2.50189 2.33335
O 0.28464 -2.57965 3.68830
C 0.99995 -3.59769 1.72502
C 1.33180 -3.52845 0.40167
H 2.12547 -1.44830 -1.74588
H 0.64862 -1.83688 -2.49009
H 1.81539 -3.10307 -2.22267
H -0.16498 -0.50727 -0.27077
H -0.71202 -0.61425 2.08311
H 0.29973 -1.75328 4.15603
H 1.32171 -4.45990 2.30127
H 1.86263 -4.32233 -0.10209
C 1.31036 3.11852 -1.73254
C 0.47251 1.86647 -1.84311
C -0.68481 1.79169 -0.82245
C -1.90832 1.17256 -1.12399
C -2.83183 1.16834 -0.06602
C -2.65155 1.82019 1.15438
C -1.44450 2.45336 1.38998
C -0.46488 2.42933 0.39692
H 0.69138 3.96230 -1.36811
H 1.62234 3.41010 -2.73739
H 2.17949 3.04209 -1.06669
H -0.03512 1.76194 -2.83581
H 1.01194 0.90583 -1.77189
H -2.06774 0.81513 -2.13596
H -3.66635 0.47636 -0.15169
H -3.41737 1.91444 1.92225
H -1.22183 2.80069 2.39064
H 0.53905 2.69859 0.70163
```

Stability ranking, top and bottom: #a is the most stable and #b is the least stable.

#a
Density functional theory data (the ωB97M-V functional and the def2-TZVPD basis) for 2 unconnected molecules or ions with the total composition C15H18O.

Summary:
Net charge: 0
E_LUMO, Ha: 0.0313
SMILES string: CCc1ccc(O)cc1.Cc1ccccc1
E_HOMO, eV: -8.38
Orbital gap, eV: 9.23

```
34
C15H18O | OMol25 | the ωB97M-V functional and the def2-TZVPD basis
C -0.82303 -1.81200 -1.97737
C -0.92334 -0.65630 -1.01032
C -2.35440 -0.17296 -0.63252
C -3.17818 -1.02337 0.13825
C -4.31880 -0.51046 0.66516
C -4.77427 0.76254 0.26691
O -6.05420 1.14451 0.58628
C -3.99536 1.59829 -0.47694
C -2.74186 1.10444 -0.92660
H -1.55042 -2.57512 -1.69625
H 0.21802 -2.13174 -2.04454
H -1.09923 -1.58501 -3.01099
H -0.54469 -1.00036 -0.04306
H -0.48917 0.29735 -1.30953
H -2.82525 -1.98988 0.47448
H -4.88680 -1.02953 1.43252
H -6.49598 0.46146 1.08972
H -4.29582 2.58280 -0.80234
H -2.09131 1.76409 -1.48584
C 6.51066 -0.31515 -0.12616
C 5.09974 -0.23202 0.34606
C 4.06514 -0.98445 -0.18531
C 2.71044 -0.66862 0.06125
C 2.44592 0.38427 0.91241
C 3.44855 1.10093 1.58880
C 4.75116 0.76501 1.26807
H 6.72179 -1.27066 -0.61562
H 7.20260 -0.03111 0.66437
H 6.74179 0.36833 -0.95315
H 4.31134 -1.81304 -0.83993
H 1.96652 -1.30401 -0.39227
H 1.42293 0.75036 0.95487
H 3.17858 1.79433 2.36786
H 5.50058 1.32925 1.81828
```

#b
Density functional theory data (the ωB97M-V functional and the def2-TZVPD basis) for 2 unconnected molecules or ions with the total composition C15H18O.

Summary:
Net charge: 0
E_LUMO, Ha: 0.0278
SMILES string: CCc1ccc(O)cc1.Cc1ccccc1
E_HOMO, eV: -8.06
Orbital gap, eV: 8.82

```
34
C15H18O | OMol25 | the ωB97M-V functional and the def2-TZVPD basis
C -2.59806 2.29072 1.74847
C -1.49452 1.79870 0.88604
C -1.89715 0.77471 -0.08328
C -2.41779 -0.43265 0.51310
C -2.90084 -1.37470 -0.41807
C -3.01386 -1.15454 -1.81331
O -3.33662 -2.07085 -2.77751
C -2.51841 0.09027 -2.34993
C -1.87191 0.97880 -1.48582
H -2.06283 2.93010 2.52130
H -3.47151 1.79149 2.15687
H -3.08921 3.14417 1.22359
H -0.90497 2.67065 0.45547
H -0.81898 1.04440 1.51168
H -2.56219 -0.66354 1.52667
H -3.21878 -2.38681 -0.04544
H -3.72569 -2.91099 -2.51029
H -2.70025 0.02217 -3.42199
H -1.59192 2.05713 -1.79078
C 4.79648 -1.11515 1.49105
C 3.65378 -0.64984 0.61449
C 2.40304 -1.34136 0.85208
C 1.28817 -1.06233 0.15726
C 1.49120 -0.04964 -0.81114
C 2.67462 0.55449 -1.19206
C 3.82784 0.25112 -0.38096
H 5.72067 -0.57026 1.25450
H 4.94718 -2.12377 1.51273
H 4.49845 -0.86842 2.54455
H 2.41037 -2.00106 1.79445
H 0.34700 -1.37831 0.58351
H 0.53385 -0.05582 -1.45141
H 2.75897 1.32365 -2.03047
H 4.84388 0.48748 -0.78535
```

Stability ranking, top and bottom: #a is the most stable and #b is the least stable.

#a
Density functional theory data (the ωB97M-V functional and the def2-TZVPD basis) for C2H4N4S in the gas phase.

Summary:
Net charge: 0
E_LUMO, Ha: -0.0214
E_HOMO, eV: -8.96
Orbital gap, eV: 8.38

```
11
C2H4N4S | OMol25 | the ωB97M-V functional and the def2-TZVPD basis
C 0.75274 0.64659 -1.41672
C -0.48980 -0.10311 -1.37450
N 1.43104 0.60827 -0.30404
N 1.06263 0.02405 0.74489
N -1.45087 0.27809 -0.68699
N -0.05549 -1.25537 2.48394
S -0.25597 -0.01891 1.58667
H 1.25208 1.05330 -2.34540
H -0.50862 -1.14941 -1.78925
H -1.57294 1.19961 -0.39454
H -0.16480 -1.28311 3.49595
```

#b
Density functional theory data (the ωB97M-V functional and the def2-TZVPD basis) for a molecular structure, C2H4N4S.

Summary:
Net charge: 0
E_LUMO, Ha: 0.0229
E_HOMO, eV: -8.29
Orbital gap, eV: 8.91

```
11
C2H4N4S | OMol25 | the ωB97M-V functional and the def2-TZVPD basis
C 1.23408 1.50623 -0.64583
C 0.18339 -0.03133 -0.15143
N 0.52331 2.35591 -0.06824
N -0.75652 0.55366 0.45465
N -0.54198 1.89994 0.50899
N -0.59855 -2.48089 0.15906
S 0.53228 -1.56955 -0.69288
H 2.13667 1.50940 -1.15018
H -0.90198 2.37198 1.35556
H -1.43087 -2.75510 -0.34726
H -0.37984 -3.36024 0.57755
```

Stability ranking, top and bottom: #b is the most stable and #a is the least stable.